[1]
The following is a DFT calculation (ωB97M-V/def2-TZVPD) of an isolated molecule of C4H8O4 at a distorted geometry.

Geometry (Å):
C 2.10545 0.48838 -0.12294
C 0.64595 -0.05355 -0.43900
O 0.62463 -1.43782 -0.45020
O -0.12653 0.54275 -1.40192
C -0.56822 0.64919 -0.00560
O -0.63118 1.88221 0.54539
C -1.92734 -0.12619 0.19336
O -2.12078 -1.35611 -0.43888
H 2.54335 -0.14989 0.54387
H 1.97397 1.54496 0.31132
H 2.50723 0.54275 -1.11475
H 1.32963 -1.73139 -1.01700
H 0.06068 2.44250 0.11591
H -2.73661 0.62758 -0.13782
H -1.97825 -0.29744 1.29355
H -1.18326 -1.59923 -0.54114

Cartesian forces, eV/Å:
-4.3 2.8 -1.6
1.8 0.6 2.2
-0.4 -0.2 0.4
-0.1 1.2 -0.5
-1.6 -2.3 -1.6
1.0 0.9 -0.4
-0.8 2.2 1.3
1.3 0.6 -0.3
1.4 -1.5 1.6
0.6 -1.6 -0.6
1.1 0.1 -0.3
0.4 -0.4 -0.5
-0.8 -0.5 0.5
1.1 -1.2 0.6
-0.3 0.5 -0.4
-0.5 -1.1 -0.5

Summary:
DFT total energy = -12465.800 eV
SMILES = C[C@]1(O)O[C@@]1(O)CO
Frontier orbital gap = 10.55 eV
Multiplicity = 1
Energy relative to the best compared isomer or geometry (same formula, charge and spin) = 77.5 kcal/mol
HOMO = -10.026 eV


[2]
The following is a DFT calculation (ωB97M-V/def2-TZVPD) of a structure of composition C4H8O4 at a distorted geometry.

Geometry (Å):
C 1.19137 -0.15007 -0.36346
C 0.03474 0.27619 0.47712
C 2.51866 -0.19565 0.11820
C -1.86890 0.04868 -0.04820
O 0.62626 1.16796 -0.43057
O -2.28733 1.23054 -0.26771
O -2.59990 -0.62412 0.85491
O -1.72127 -0.83446 -1.14480
H 0.92860 -0.84282 -1.23062
H 0.33978 0.39657 1.55261
H 2.66891 0.38998 0.98839
H 3.27714 0.16513 -0.61825
H 2.93995 -1.24042 0.21578
H -1.64739 1.82957 -0.73368
H -3.08436 -0.01066 1.45688
H -1.31627 -1.60642 -0.82661

Cartesian forces, eV/Å:
-3.9 -1.0 -2.0
-1.8 -0.9 0.4
4.2 -1.6 -0.6
5.8 -4.0 0.7
0.1 0.5 -0.3
-1.0 3.9 -1.6
-1.2 0.4 1.7
-1.2 3.0 -0.9
0.4 1.2 0.9
-0.8 0.3 -0.8
0.1 0.3 1.1
-0.8 0.3 0.1
-0.9 0.8 0.5
-0.4 -1.1 0.5
0.7 -0.5 -0.7
0.8 -1.6 0.8

Summary:
DFT total energy = -12464.600 eV
Frontier orbital gap = 9.54 eV
Multiplicity = 1
Energy relative to the best compared isomer or geometry (same formula, charge and spin) = 105.1 kcal/mol
HOMO = -8.806 eV


[3]
The following is a DFT calculation (ωB97M-V/def2-TZVPD) of a cluster of 2 separate species, C4H8O4 in total at a distorted geometry.

Geometry (Å):
O 1.62130 -0.81780 0.55873
C 0.52123 -0.65786 1.03266
O 0.25599 -0.16109 2.25661
O -0.48982 -1.77542 0.86018
O -0.09623 -2.63256 -0.20721
H 1.06344 -0.20498 2.79012
H 0.85234 -2.40853 -0.32554
C -0.90504 1.66808 0.31569
C -0.56509 0.59597 -0.40306
C 0.09271 0.63674 -1.74895
H -0.60859 2.66521 0.01360
H -1.42632 1.57598 1.25702
H -1.11641 -0.38924 -0.12930
H 0.19043 -0.37049 -2.15418
H 1.09869 1.04505 -1.66187
H -0.48865 1.23092 -2.45451

Cartesian forces, eV/Å:
-1.0 0.8 -0.4
0.8 -4.3 1.6
-0.5 0.4 -0.4
1.5 1.1 0.8
0.2 0.5 -0.2
0.0 0.1 -0.4
-0.2 0.0 0.2
0.4 0.0 0.0
-2.6 -0.9 -0.4
0.4 -0.2 0.1
0.1 0.1 0.0
-0.1 0.0 0.0
0.9 2.2 -0.8
0.0 0.1 0.0
0.0 0.1 -0.1
0.1 0.0 0.0

Summary:
DFT total energy = -12462.849 eV
SMILES = O=C(O)OO.C=CC
Frontier orbital gap = 9.69 eV
Multiplicity = 1
Energy relative to the best compared isomer or geometry (same formula, charge and spin) = 145.5 kcal/mol
HOMO = -9.798 eV


| no. | LUMO level (eV) |
| --- | --- |
| 1 | 0.52 |
| 2 | 0.73 |
| 3 | -0.11 |